62
Properties=species:S:1:pos:R:3 method="wB97M-V/def2-TZVPD" gap_ev="6.6566 / 6.6600" total_charge=+2
Pd 0.6131 -0.2302 0.2420
S -2.6649 5.8102 3.7729
N -1.4239 4.9043 4.2543
C -1.2645 3.9699 3.3282
C -0.2523 2.9226 3.3434
C 0.6963 2.7902 4.3579
C 1.5925 1.7467 4.3026
C 1.5268 0.8702 3.2222
N 0.6461 1.0131 2.2389
C -0.2364 2.0103 2.2926
C -1.2174 2.0896 1.1833
N -1.1725 1.1626 0.2033
C -2.0480 1.2367 -0.7924
C -3.0071 2.2369 -0.8914
C -3.0703 3.1838 0.1048
C -2.1721 3.1072 1.1677
C -2.1871 4.0613 2.2707
N -3.0432 5.0661 2.3963
H 0.7027 3.5039 5.1718
H 2.3334 1.6000 5.0762
H 2.1947 0.0204 3.1514
H -1.9895 0.4623 -1.5472
H -3.6770 2.2607 -1.7390
H -3.7992 3.9845 0.0858
Te 2.1349 1.4832 -1.0747
C 3.0505 -0.1712 -0.1966
C 4.0796 -0.0055 0.7419
C 4.6542 -1.1228 1.3061
C 4.1830 -2.4070 0.9938
C 3.1595 -2.5657 0.0924
C 2.5852 -1.4469 -0.5371
C 1.8034 0.6436 -2.9584
C 2.7967 0.8004 -3.9196
C 2.6143 0.2418 -5.1772
C 1.4405 -0.4380 -5.4740
C 0.4498 -0.5779 -4.5102
C 0.6301 -0.0439 -3.2424
H 4.4395 0.9812 1.0038
H 5.4894 -1.0057 1.9850
H 4.6419 -3.2743 1.4489
H 2.8192 -3.5598 -0.1672
H 1.9377 -1.5938 -1.3990
H 3.7051 1.3487 -3.7025
H 3.3890 0.3428 -5.9252
H 1.2943 -0.8533 -6.4623
H -0.4717 -1.0899 -4.7542
H -0.1341 -0.1656 -2.4869
C -3.7320 -2.0403 1.1070
N -2.7776 -2.7195 0.2359
C -3.2260 -3.4883 -0.9324
C -1.9101 -4.0470 -1.4908
N -0.9024 -3.2316 -0.7832
C -1.4674 -2.6136 0.2774
S -0.5886 -1.8239 1.5449
H -4.1095 -2.7248 1.8648
H -4.5645 -1.6833 0.5030
H -3.2400 -1.2029 1.5933
H -3.7351 -2.8230 -1.6309
H -3.9248 -4.2660 -0.6316
H -1.8285 -3.9191 -2.5659
H -1.7803 -5.1013 -1.2519
H 0.0145 -3.6189 -0.6205



67
Properties=species:S:1:pos:R:3 method="wB97M-V/def2-TZVPD" spin_multiplicity=2 gap_ev="5.6039 / 4.1769" total_charge=+3
Os -0.8084 1.7276 0.5861
C 3.8207 1.7056 -2.3943
C 2.9460 2.6296 -2.9600
C 1.6078 2.6052 -2.6313
C 1.1343 1.6499 -1.7086
C 2.0301 0.7425 -1.1180
C 3.3590 0.7609 -1.4777
N -0.1906 1.6498 -1.2843
C -1.1845 2.0468 -2.2060
C -1.1186 1.8499 -3.5848
C -2.1551 2.3125 -4.3793
C -3.2590 2.9591 -3.8248
C -3.3583 3.1356 -2.4525
C -2.3209 2.6747 -1.6645
N -2.2708 2.7527 -0.2544
N -3.2020 3.2810 0.3971
C -3.0187 3.1415 1.7721
C -3.9155 3.7347 2.6363
C -3.7110 3.5828 4.0017
C -2.6175 2.8570 4.4412
C -1.7497 2.2952 3.5171
N -1.9530 2.4034 2.2002
H 4.8702 1.7323 -2.6559
H 3.3189 3.3821 -3.6411
H 0.9393 3.3604 -3.0210
H 1.6535 0.0164 -0.4120
H 4.0492 0.0499 -1.0446
H -0.2811 1.3248 -4.0224
H -2.1058 2.1684 -5.4501
H -4.0493 3.3207 -4.4680
H -4.2114 3.6238 -2.0024
H -4.7416 4.3018 2.2316
H -4.3900 4.0398 4.7085
H -2.4110 2.7350 5.4949
H -0.8670 1.7540 3.8255
N 0.3741 0.3804 1.6657
C 0.8578 -0.1896 2.5599
N 1.3998 -0.8092 3.5483
C 2.8538 -0.6819 3.8322
C 3.5339 -1.9591 3.3719
O 2.9480 -3.0885 3.9836
C 1.5835 -3.2333 3.6663
C 0.7876 -2.0253 4.1351
H 2.9483 -0.5621 4.9115
H 3.2399 0.2108 3.3459
H 4.5840 -1.9489 3.6571
H 3.4685 -2.0457 2.2770
H 1.2311 -4.1316 4.1699
H 1.4561 -3.3641 2.5811
H 0.8579 -1.9188 5.2176
H -0.2614 -2.0813 3.8493
Cl 0.6128 3.4944 0.8630
Ge 1.7407 4.5452 3.3015
Cl -0.2056 5.2460 4.0241
Cl 1.6806 2.5025 4.2502
Br 0.8798 -3.6073 -5.2654
C 0.1015 -5.0472 -4.4551
C 0.1597 -6.2856 -5.1350
C -0.4111 -7.3869 -4.5715
C -1.0562 -7.2808 -3.3101
C -1.1185 -6.0721 -2.6237
C -0.5511 -4.9398 -3.1690
I -0.6825 -3.1659 -2.1251
H 0.6572 -6.3333 -6.0936
H -0.3780 -8.3425 -5.0772
H -1.5120 -8.1604 -2.8732
H -1.6187 -6.0257 -1.6671



Computed relative energy (zero: lowest compared OMol25 entry of this formula, charge and spin) (kcal/mol) in order:
23.1; 32.0